{
  "formula": "C5H26N6O9",
  "method": "the ωB97M-V functional and the def2-TZVPD basis",
  "max_force_ev_per_a": 6.325,
  "de_lowest_ev": 0.0000,
  "gap_ev": 8.574,
  "smiles": "NC(N)=O.NC(N)=O.NC(N)=O.OCCO.O.O.O.O",
  "molar_mass_g_mol": 314.3,
  "lumo_ev": -0.208,
  "total_energy_ha": -1211.82801,
  "elements": ["O", "H", "O", "O", "O", "H", "C", "H", "H", "H", "H", "H", "H", "H", "O", "N", "C", "N", "H", "C", "H", "N", "H", "N", "H", "H", "H", "O", "H", "H", "H", "H", "C", "H", "O", "O", "N", "H", "N", "H", "O", "H", "H", "H", "C", "H"],
  "coordinates": [[0.006, 1.152, 16.286], [2.697, -2.628, 18.570], [0.462, -3.597, 15.103], [-0.943, -0.168, 21.725], [-2.042, -1.790, 17.098], [-1.033, -4.608, 19.661], [-4.468, -1.211, 17.132], [-2.429, -5.097, 19.335], [0.305, -2.719, 20.616], [0.996, -5.212, 21.285], [0.411, -1.914, 17.853], [1.183, -3.978, 14.602], [-2.029, 2.079, 15.461], [1.030, -1.501, 21.759], [-4.327, 0.146, 17.604], [4.809, -1.001, 17.117], [-1.048, 1.205, 16.891], [-2.049, 1.893, 16.453], [5.216, -0.772, 16.221], [3.892, -1.891, 17.170], [-1.902, -2.778, 20.315], [-1.887, -1.898, 20.811], [4.133, -1.607, 19.034], [-1.306, 0.790, 18.136], [-0.724, 0.366, 18.843], [-2.779, -0.927, 15.658], [1.307, -5.297, 19.805], [-1.870, -4.320, 19.296], [0.846, -3.388, 15.955], [-2.283, 0.550, 18.231], [-0.275, -3.112, 18.474], [-4.531, -1.958, 17.924], [-0.814, -1.281, 21.234], [-3.376, -2.615, 15.937], [3.349, -2.332, 16.241], [0.589, -2.763, 18.257], [3.590, -2.186, 18.410], [-5.438, -1.337, 16.653], [0.316, -1.854, 21.137], [-2.785, -1.435, 20.827], [0.593, -5.128, 20.420], [-4.967, 0.404, 18.271], [-2.159, -2.374, 17.851], [-2.950, 1.583, 16.788], [-3.154, -1.647, 16.386], [5.294, -0.841, 17.988]]
}